# 1
{"formula": "C42H33N8O7P2Se2V", "method": "ωB97M-V with the def2-TZVPD basis set", "symbols": ["V", "O", "C", "O", "C", "C", "N", "N", "C", "C", "O", "O", "H", "H", "H", "Se", "P", "C", "C", "C", "C", "C", "C", "C", "C", "C", "C", "C", "C", "C", "C", "N", "N", "N", "P", "Se", "C", "C", "C", "C", "C", "C", "C", "C", "C", "C", "C", "C", "H", "H", "H", "H", "H", "H", "H", "H", "H", "H", "H", "H", "H", "H", "H", "H", "H", "H", "H", "H", "N", "C", "C", "N", "C", "C", "N", "H", "H", "H", "H", "H", "O", "C", "C", "C", "C", "C", "C", "C", "O", "O", "H", "H", "H", "H", "H"], "coordinates": [[-0.5460, 0.1770, 2.5995], [1.8754, 1.9454, 7.6567], [2.1794, 0.6579, 7.4800], [2.8235, 0.0350, 8.2736], [1.6701, -0.0057, 6.2437], [1.8394, -1.3538, 5.9857], [1.2435, -1.6158, 4.8131], [0.7102, -0.5212, 4.2788], [0.9620, 0.4597, 5.1338], [0.4328, 1.7662, 4.6958], [0.3480, 2.7573, 5.3634], [0.0022, 1.6709, 3.4086], [1.3371, 2.3092, 6.9239], [2.3387, -2.1090, 6.5681], [1.1995, -2.4915, 4.3096], [5.4191, 0.8453, -0.8536], [3.5903, 0.2469, -1.6665], [3.0196, 1.4252, -2.9218], [2.5821, 1.0015, -4.1748], [2.3358, 1.9245, -5.1826], [2.5465, 3.2732, -4.9481], [2.9914, 3.7010, -3.7026], [3.2237, 2.7866, -2.6915], [3.5957, -1.3649, -2.4937], [2.6408, -2.3460, -2.2519], [2.6996, -3.5650, -2.9159], [3.7189, -3.8064, -3.8229], [4.6831, -2.8337, -4.0607], [4.6297, -1.6209, -3.3951], [2.3204, 0.0091, -0.3336], [1.0463, 0.3969, 0.0435], [0.8762, -0.1007, 1.3133], [1.9859, -0.7723, 1.6621], [2.8376, -0.7109, 0.7139], [-0.3457, 1.3166, -0.6384], [-1.8802, 1.4248, 0.9270], [0.1412, 3.0034, -0.9596], [-0.3404, 3.6699, -2.0811], [-0.1177, 5.0343, -2.2090], [0.5817, 5.7177, -1.2273], [1.0801, 5.0455, -0.1157], [0.8564, 3.6891, 0.0246], [-1.0285, 0.6161, -2.1321], [-2.3916, 0.7461, -2.3917], [-2.9255, 0.1839, -3.5400], [-2.1065, -0.5174, -4.4157], [-0.7494, -0.6425, -4.1563], [-0.2106, -0.0738, -3.0140], [2.4631, -0.0541, -4.3821], [2.0086, 1.5847, -6.1560], [2.3847, 3.9911, -5.7413], [3.1835, 4.7507, -3.5289], [3.6243, 3.1124, -1.7401], [1.8501, -2.1705, -1.5372], [1.9561, -4.3257, -2.7155], [3.7727, -4.7575, -4.3351], [5.4863, -3.0275, -4.7583], [5.3943, -0.8714, -3.5593], [-0.8893, 3.1364, -2.8456], [-0.4930, 5.5601, -3.0759], [0.7505, 6.7814, -1.3302], [1.6316, 5.5822, 0.6438], [1.2207, 3.1691, 0.9040], [-3.0348, 1.2834, -1.7058], [-3.9825, 0.2823, -3.7457], [-2.5294, -0.9687, -5.3031], [-0.1082, -1.1876, -4.8366], [0.8419, -0.1803, -2.8135], [-4.4916, -3.6120, -0.5055], [-3.1498, -3.3930, -0.3694], [-2.6255, -2.0892, -0.3122], [-1.3308, -1.8721, -0.2329], [-0.5263, -2.9370, -0.1856], [-1.0489, -4.2163, -0.2215], [-2.3551, -4.4550, -0.3170], [-5.1488, -2.8714, -0.3485], [-4.8155, -4.5616, -0.4503], [-3.2817, -1.2231, -0.3256], [0.5391, -2.7628, -0.0919], [-0.3984, -5.0803, -0.1607], [-2.4491, 0.4915, 3.9419], [-3.6218, -0.1841, 3.5950], [-4.8350, 0.4701, 3.6364], [-5.9955, -0.2430, 3.3674], [-5.9425, -1.5995, 3.0747], [-4.7149, -2.2384, 3.0220], [-3.5414, -1.5332, 3.2670], [-2.2462, -2.2190, 3.0814], [-1.9784, -3.3593, 3.2708], [-1.2976, -1.3378, 2.5597], [-2.6791, 1.4020, 4.1827], [-4.8813, 1.5237, 3.8855], [-6.9470, 0.2699, 3.3982], [-6.8527, -2.1535, 2.8958], [-4.6371, -3.2909, 2.7823]], "forces_ev_per_a": [[0.2, 0.1, -0.5], [-0.1, -0.1, -0.2], [0.0, 0.1, 0.1], [0.0, 0.0, 0.0], [0.1, -0.1, 0.1], [0.0, 0.0, 0.0], [-0.1, -0.1, -0.1], [-0.1, 0.1, 0.0], [0.0, 0.0, -0.1], [-0.3, -0.1, -0.6], [0.2, 0.0, 0.0], [0.2, 1.3, 1.5], [0.1, 0.0, 0.2], [0.0, 0.0, 0.0], [0.0, 0.1, 0.0], [-0.1, 0.0, 0.0], [-0.1, 0.0, 0.2], [-0.1, 0.0, 0.0], [0.0, 0.0, 0.0], [0.0, 0.0, 0.1], [0.0, 0.0, 0.0], [-0.1, 0.1, 0.0], [0.0, -0.1, 0.0], [0.1, -0.1, 0.0], [-0.1, 0.0, -0.1], [0.0, 0.1, 0.0], [0.0, 0.0, 0.0], [0.0, 0.0, 0.0], [0.0, 0.0, 0.0], [0.3, 0.2, -0.2], [-0.1, 0.0, 0.0], [0.3, 0.1, -0.4], [-0.4, 0.1, 0.4], [0.1, -0.1, -0.4], [0.2, 0.1, 0.1], [0.1, -0.2, 0.0], [0.1, 0.1, 0.0], [0.0, 0.0, 0.0], [0.0, 0.0, 0.0], [0.1, 0.0, 0.0], [0.0, 0.0, 0.0], [0.0, 0.0, 0.0], [-0.1, -0.2, 0.1], [0.0, 0.1, -0.1], [0.0, 0.0, 0.0], [0.0, 0.0, 0.0], [0.0, 0.0, 0.0], [0.0, -0.1, 0.0], [0.0, 0.0, 0.0], [0.0, 0.0, 0.0], [0.0, 0.0, 0.0], [0.0, 0.0, 0.0], [0.0, 0.0, 0.0], [0.0, 0.0, 0.0], [0.0, 0.0, 0.0], [0.0, 0.0, 0.0], [0.0, 0.0, 0.0], [0.0, 0.0, 0.0], [0.0, 0.0, 0.0], [0.0, 0.0, 0.0], [0.0, 0.0, 0.0], [0.0, 0.0, 0.0], [0.0, 0.0, 0.0], [0.0, 0.0, 0.0], [0.0, 0.0, 0.0], [0.0, 0.0, 0.0], [0.0, 0.0, 0.0], [0.1, -0.1, 0.1], [0.1, 0.0, 0.0], [-0.2, 0.0, 0.0], [0.0, 0.0, 0.0], [0.1, 0.1, 0.0], [0.0, 0.0, 0.0], [0.0, 0.0, 0.0], [0.1, 0.0, 0.0], [0.0, 0.0, 0.0], [0.0, 0.0, 0.0], [0.0, 0.0, 0.0], [0.0, 0.0, 0.0], [0.0, 0.0, 0.0], [-0.1, 0.0, -0.3], [0.2, 0.1, 0.2], [-0.1, 0.0, 0.0], [0.0, 0.0, 0.0], [0.1, 0.0, 0.0], [-0.1, 0.0, 0.0], [0.0, 0.0, -0.1], [0.5, 0.5, -0.1], [0.0, 0.0, -0.1], [-1.0, -1.8, 0.4], [0.2, -0.1, 0.0], [0.0, 0.0, 0.0], [0.0, 0.0, 0.0], [0.0, 0.0, 0.0], [0.0, 0.0, 0.0]], "mulliken_spin": [1.126, 0.000, -0.001, 0.000, 0.002, 0.008, -0.001, -0.020, 0.012, 0.003, -0.002, -0.013, 0.000, 0.000, -0.001, 0.000, 0.001, 0.000, 0.000, 0.000, 0.000, 0.000, 0.000, 0.000, 0.000, 0.000, 0.000, 0.000, 0.000, -0.004, -0.006, -0.050, 0.012, 0.000, 0.015, -0.044, 0.002, 0.000, -0.001, 0.001, 0.000, 0.001, 0.004, -0.003, -0.001, 0.000, 0.000, -0.001, 0.000, 0.000, 0.000, 0.000, 0.000, 0.000, 0.000, 0.000, 0.000, 0.000, 0.000, 0.000, 0.000, 0.000, 0.002, 0.000, 0.000, 0.000, 0.000, -0.001, 0.000, 0.000, 0.000, 0.002, 0.002, 0.000, 0.000, 0.000, 0.000, -0.001, 0.000, 0.000, 0.006, 0.000, 0.000, -0.001, 0.000, 0.001, -0.001, 0.001, -0.005, -0.045, 0.000, 0.000, 0.000, 0.000, 0.000], "e_tot_ha": -9014.5780, "s_squared": 0.760, "e_above_lowest_kj_mol": 63.28, "charge": 1, "homo_lumo_gap_ha": [0.2020, 0.2208], "lumo_energy_ha": [-0.1615, -0.1427], "spin_multiplicity": 2}



# 2
{"formula": "C39H40ClIrN12O3S", "method": "ωB97M-V with the def2-TZVPD basis set", "symbols": ["Ir", "C", "C", "N", "C", "C", "N", "C", "C", "C", "C", "C", "N", "C", "C", "N", "C", "C", "N", "C", "C", "C", "N", "C", "C", "H", "H", "H", "H", "H", "H", "H", "H", "H", "H", "H", "H", "C", "C", "C", "C", "N", "C", "S", "N", "C", "H", "H", "H", "H", "H", "H", "H", "H", "C", "N", "C", "N", "C", "N", "C", "N", "C", "C", "H", "H", "H", "H", "H", "H", "H", "H", "H", "H", "H", "H", "C", "C", "C", "C", "Cl", "C", "C", "C", "O", "C", "C", "O", "O", "H", "H", "H", "H", "H", "H", "H", "H"], "coordinates": [[0.3647, -0.2392, 0.1421], [2.1653, -4.1188, 0.9569], [2.0497, -2.7514, 0.7137], [0.8564, -2.2163, 0.4816], [-0.2366, -3.0253, 0.4708], [-0.0786, -4.3750, 0.7345], [1.1115, -4.9173, 0.9776], [-1.5403, -2.3718, 0.1894], [-2.7724, -2.9808, 0.0733], [-3.8946, -2.1982, -0.2278], [-3.7332, -0.8254, -0.4289], [-2.4721, -0.2672, -0.3127], [-1.4375, -1.0452, 0.0228], [-2.0811, 1.1430, -0.5381], [-2.9455, 2.1271, -0.9702], [-2.5524, 3.3872, -1.1657], [-1.2852, 3.6638, -0.9290], [-0.3684, 2.6901, -0.5219], [-0.7691, 1.4438, -0.3205], [-5.2278, -2.8215, -0.3614], [-6.3569, -2.2016, 0.1614], [-7.5842, -2.8320, 0.0108], [-7.7398, -3.9897, -0.6231], [-6.6572, -4.5708, -1.1294], [-5.3809, -4.0367, -1.0200], [3.1351, -4.5629, 1.1435], [2.9039, -2.0850, 0.7194], [-0.9319, -5.0413, 0.7596], [-2.8865, -4.0452, 0.2245], [-4.5857, -0.2187, -0.7005], [-3.9862, 1.9048, -1.1722], [-0.9536, 4.6845, -1.0764], [0.6749, 2.9264, -0.3248], [-6.2909, -1.2641, 0.6991], [-8.4820, -2.3858, 0.4220], [-6.8150, -5.5079, -1.6504], [-4.5385, -4.5480, -1.4692], [6.8734, 2.1487, 0.3963], [5.6219, 2.7387, -0.1547], [5.4288, 3.1064, -1.4508], [4.1909, 3.6821, -1.7965], [3.2130, 3.8656, -0.9227], [3.3999, 3.5034, 0.3607], [2.2246, 3.7185, 1.5514], [4.6030, 2.9563, 0.7109], [3.9391, 4.1068, -3.2073], [7.5215, 1.8123, -0.4081], [6.6503, 1.3032, 1.0478], [7.4124, 2.8963, 0.9819], [6.2000, 2.9501, -2.1898], [4.7203, 2.7299, 1.6889], [4.7714, 4.7017, -3.5835], [3.0183, 4.6799, -3.2704], [3.8631, 3.2242, -3.8478], [-0.5935, 1.3465, 2.6397], [0.2135, 0.1148, 2.2487], [-0.4005, -1.0468, 3.0128], [-0.4410, -0.8281, 4.4290], [-1.2215, 0.3805, 4.7107], [-0.6221, 1.5447, 4.0621], [0.7484, 1.7131, 4.5617], [1.5482, 0.5171, 4.2794], [1.6096, 0.3409, 2.8520], [0.9273, -0.6360, 4.9214], [-1.6115, 1.2094, 2.2665], [-0.1208, 2.2039, 2.1632], [0.2002, -1.9338, 2.8186], [-1.4187, -1.1871, 2.6413], [-1.2495, 0.5439, 5.7867], [-2.2436, 0.2450, 4.3509], [0.7136, 1.8763, 5.6377], [1.2097, 2.5762, 4.0820], [2.2088, -0.5326, 2.5976], [2.0236, 1.2558, 2.4307], [0.8963, -0.4783, 5.9985], [1.5148, -1.5331, 4.7151], [-1.2893, -2.2611, -2.9618], [-1.0148, -0.8300, -3.3413], [-1.8499, -0.1818, -4.2483], [-1.5705, 1.1042, -4.6817], [-2.6327, 1.8766, -5.7946], [-0.4374, 1.7729, -4.2351], [0.3945, 1.1552, -3.3180], [0.0814, -0.1172, -2.8758], [0.8639, -0.7401, -1.8728], [2.3064, -0.6792, -2.0571], [3.0175, 0.0448, -0.9113], [4.2201, 0.1210, -0.9487], [2.2721, 0.4608, 0.0790], [-1.2222, -2.8962, -3.8458], [-2.2998, -2.3758, -2.5608], [-0.5725, -2.6383, -2.2357], [-2.7170, -0.6982, -4.6418], [-0.2147, 2.7683, -4.5946], [1.2526, 1.6928, -2.9273], [2.5251, -0.2151, -3.0152], [2.6665, -1.7074, -2.0847]], "forces_ev_per_a": [[0.0, -0.3, 0.7], [0.0, 0.0, 0.0], [0.0, 0.0, 0.0], [0.0, 0.0, 0.0], [0.0, 0.0, 0.0], [0.0, 0.0, 0.0], [0.0, 0.0, 0.0], [0.0, 0.0, 0.1], [0.0, 0.0, 0.1], [0.0, 0.0, 0.0], [0.0, 0.0, 0.0], [0.0, 0.0, 0.0], [0.0, 0.0, 0.1], [0.0, -0.1, 0.0], [0.0, 0.0, 0.0], [0.0, -0.1, 0.0], [0.0, 0.1, -0.1], [0.2, 0.0, 0.1], [0.1, -0.1, -0.2], [0.0, 0.0, 0.0], [0.0, 0.0, 0.0], [0.0, 0.0, 0.0], [0.1, 0.0, 0.0], [0.0, 0.0, 0.0], [0.0, 0.0, 0.0], [0.0, 0.0, 0.0], [0.0, 0.0, 0.0], [0.0, 0.0, 0.0], [0.0, 0.0, 0.0], [0.0, 0.0, 0.0], [0.0, 0.0, 0.0], [0.0, 0.0, 0.0], [0.0, 0.0, 0.0], [0.0, 0.0, 0.0], [0.0, 0.0, 0.0], [0.0, 0.0, 0.0], [0.0, 0.0, 0.0], [0.0, 0.0, 0.0], [0.0, 0.0, 0.1], [-0.1, 0.1, -0.1], [0.1, 0.0, 0.1], [-0.1, -0.2, -0.2], [-0.2, 0.0, 0.1], [0.0, 0.0, 0.0], [0.1, 0.1, -0.1], [0.0, 0.0, 0.0], [0.0, 0.0, 0.0], [0.0, 0.0, 0.0], [0.0, 0.0, 0.0], [0.0, 0.0, 0.0], [0.0, 0.0, 0.0], [0.0, 0.0, 0.0], [0.0, 0.0, 0.0], [0.0, 0.0, 0.0], [0.0, 0.1, 0.0], [0.0, 0.1, -0.2], [-0.1, 0.0, 0.0], [0.0, 0.0, 0.0], [0.0, 0.0, 0.0], [0.0, -0.1, -0.1], [0.0, 0.0, 0.1], [-0.1, -0.1, -0.1], [0.0, 0.0, 0.2], [0.0, 0.0, 0.0], [0.0, 0.0, 0.0], [0.0, 0.0, -0.1], [0.0, 0.0, 0.0], [0.0, 0.0, 0.0], [0.0, 0.0, 0.0], [0.0, 0.0, 0.0], [0.0, 0.0, 0.0], [0.0, 0.0, 0.0], [0.1, 0.0, 0.0], [0.0, -0.2, -0.4], [0.0, 0.0, 0.0], [0.0, 0.0, 0.0], [0.0, 0.0, -0.1], [0.0, 0.0, -0.1], [0.0, 0.0, 0.0], [0.0, 0.0, 0.0], [0.0, 0.0, 0.0], [0.0, 0.0, 0.0], [-0.1, 0.2, 0.1], [-0.2, -0.2, -0.1], [-0.1, 0.5, 0.0], [0.2, -0.1, 0.0], [-0.2, -0.2, 0.2], [0.1, 0.1, -0.1], [0.1, 0.1, -0.1], [0.0, 0.0, 0.0], [0.1, 0.0, -0.1], [0.0, 0.0, -0.1], [0.0, 0.0, 0.0], [0.0, 0.0, 0.0], [0.0, -0.1, 0.0], [0.0, 0.0, 0.1], [0.0, 0.0, 0.0]], "lowdin_charge": [1.481, -0.043, -0.042, -0.023, -0.170, -0.015, 0.143, -0.201, 0.077, -0.113, 0.092, -0.160, -0.025, -0.166, -0.022, 0.145, -0.040, -0.077, -0.025, -0.187, -0.004, -0.105, 0.093, -0.107, -0.006, 0.134, 0.130, 0.135, 0.135, 0.135, 0.132, 0.137, 0.044, 0.119, 0.120, 0.120, 0.116, 0.009, -0.268, 0.025, -0.298, 0.106, -0.817, 0.656, 0.116, -0.016, 0.095, 0.095, 0.105, 0.134, 0.147, 0.095, 0.082, 0.088, -0.158, -0.157, -0.164, -0.073, -0.138, -0.068, -0.130, -0.070, -0.162, -0.138, 0.127, 0.085, 0.117, 0.127, 0.140, 0.135, 0.141, 0.104, 0.119, 0.051, 0.140, 0.135, 0.003, -0.184, -0.043, -0.655, 0.740, -0.071, -0.011, -0.235, -0.220, -0.030, -0.610, 0.108, -0.194, 0.108, 0.081, 0.069, 0.129, 0.122, 0.128, 0.145, 0.146], "e_tot_ha": -3355.2708, "e_above_lowest_kj_mol": 147.25, "charge": 2, "homo_lumo_gap_ha": 0.1989, "lumo_energy_ha": -0.2585, "spin_multiplicity": 1}



# 3
{"formula": "C2H7NO", "method": "ωB97M-V with the def2-TZVPD basis set", "symbols": ["C", "N", "C", "O", "H", "H", "H", "H", "H", "H", "H"], "coordinates": [[-1.3161, 0.4252, -0.5676], [-0.4667, 0.1745, 0.5895], [0.7336, -0.5928, 0.6728], [1.4468, -0.5833, -0.5733], [-1.6698, -0.3856, -1.1394], [-2.3411, 0.8844, -0.2240], [-0.7144, 0.9898, -1.2760], [-0.0936, 1.1494, 0.6694], [0.6408, -1.6581, 0.8199], [1.4512, -0.1404, 1.4156], [2.3292, -0.2628, -0.3869]], "forces_ev_per_a": [[-1.3, 0.4, 0.2], [0.6, 2.4, 1.6], [1.0, -0.1, -1.1], [0.5, 0.3, -0.6], [0.0, -1.7, -0.3], [2.3, -0.2, -0.5], [-0.6, 0.6, -0.3], [-0.5, -1.1, 0.8], [-0.9, -0.2, 0.8], [-1.3, -0.5, -0.2], [0.2, 0.0, -0.3]], "nbo_charge": [-0.420, -0.639, 0.096, -0.756, 0.198, 0.202, 0.189, 0.343, 0.164, 0.159, 0.464], "e_tot_ha": -210.3389, "e_above_lowest_kj_mol": 157.00, "homo_lumo_gap_ha": 0.3679, "lumo_energy_ha": 0.0294, "spin_multiplicity": 1}



# 4
{"formula": "C2H8OP4", "method": "ωB97M-V with the def2-TZVPD basis set", "symbols": ["C", "C", "O", "P", "P", "P", "P", "H", "H", "H", "H", "H", "H", "H", "H"], "coordinates": [[-1.9265, 0.9686, -0.7855], [-0.7424, 0.1596, -1.2572], [-0.7478, -0.7437, -2.0103], [1.1218, 0.4601, -0.6021], [2.2809, 0.1870, -2.3392], [2.0743, -0.3686, 1.0995], [0.3039, -0.3233, 2.3906], [-2.3144, 1.5729, -1.5663], [-1.6389, 1.6140, 0.0019], [-2.5335, 0.1992, -0.4220], [1.2080, 1.8741, -0.6915], [3.3164, -0.3710, -1.4708], [1.8149, -1.1536, -2.5527], [-0.2601, -1.3633, 1.5858], [0.9535, -1.0726, 3.3136]], "forces_ev_per_a": [[2.0, -0.3, -0.3], [1.8, 1.1, 1.1], [-0.9, -1.2, -1.3], [-0.7, 1.1, 1.2], [1.3, -1.5, -0.5], [0.2, 0.1, -0.8], [-1.0, 1.0, -1.4], [-0.7, 0.2, -0.9], [0.3, 0.6, 0.9], [-1.7, -0.8, 0.5], [-0.5, 0.1, 0.3], [-0.3, 0.5, -0.6], [0.0, 0.4, 0.0], [-0.2, -0.1, 0.8], [0.4, -1.1, 0.9]], "nbo_charge": [-0.719, 0.444, -0.502, 0.372, 0.041, -0.347, -0.018, 0.251, 0.234, 0.252, -0.050, 0.036, 0.032, -0.019, -0.006], "e_tot_ha": -1521.5440, "e_above_lowest_kj_mol": 58.70, "homo_lumo_gap_ha": 0.2594, "lumo_energy_ha": 0.0006, "spin_multiplicity": 1}